[1]
The following is a DFT calculation (ωB97M-V/def2-TZVPD) of a molecular structure, C48H43F4N3O4ReSbTe at a distorted geometry.

```
! RIJCOSX wB97M-V def2-TZVPD def2/J DEFGRID3
* xyz 3 2
Re 1.505 0.864 0.805
C -3.480 -3.533 4.973
C -1.999 -3.760 4.740
N -1.476 -2.940 3.613
C -0.935 -1.757 3.899
C -0.398 -0.927 2.943
C 0.146 0.439 3.241
O -0.641 1.302 3.549
O 1.420 0.586 2.949
C -0.395 -1.326 1.626
O 0.171 -0.595 0.664
C -1.035 -2.547 1.288
C -1.146 -2.984 -0.048
C -1.785 -4.135 -0.344
F -1.910 -4.472 -1.636
C -2.362 -4.979 0.651
C -2.233 -4.558 1.961
C -1.587 -3.353 2.295
N -3.021 -6.165 0.327
C -4.103 -6.687 1.151
C -3.815 -8.132 1.538
N -3.152 -8.835 0.362
C -3.535 -8.198 -0.948
C -2.965 -6.781 -1.008
H -3.820 -4.163 5.795
H -4.074 -3.766 4.088
H -3.676 -2.495 5.244
H -1.764 -4.802 4.537
H -1.421 -3.483 5.617
H -0.935 -1.477 4.946
H -0.745 -2.385 -0.851
H -2.635 -5.172 2.751
H -5.046 -6.619 0.603
H -4.239 -6.105 2.056
H -4.730 -8.667 1.781
H -3.130 -8.207 2.379
H -3.397 -9.826 0.364
H -2.138 -8.787 0.465
H -4.620 -8.227 -1.006
H -3.135 -8.800 -1.759
H -3.532 -6.232 -1.760
H -1.930 -6.823 -1.341
C 4.738 0.294 1.205
C 3.440 0.967 1.047
O 3.139 2.159 1.203
H 5.554 0.987 1.006
H 4.800 -0.590 0.574
H 4.787 -0.024 2.253
Te 0.525 3.349 2.029
C 1.621 5.043 1.478
C 1.917 5.953 2.485
C 2.579 7.130 2.154
C 2.935 7.387 0.838
C 2.653 6.460 -0.159
C 2.001 5.276 0.159
C -1.366 4.132 1.677
C -1.616 5.458 2.005
C -2.888 5.968 1.782
C -3.877 5.168 1.225
C -3.614 3.845 0.897
C -2.352 3.315 1.128
H 1.654 5.754 3.518
H 2.821 7.843 2.932
H 3.440 8.311 0.588
H 2.933 6.666 -1.185
H 1.790 4.555 -0.619
H -0.847 6.091 2.429
H -3.102 6.997 2.040
H -4.861 5.580 1.047
H -4.390 3.226 0.463
H -2.148 2.278 0.887
F -1.932 5.676 -4.236
C -1.125 4.759 -3.705
C -1.221 4.496 -2.353
C -0.366 3.550 -1.811
C 0.564 2.888 -2.608
C 0.614 3.156 -3.977
C -0.233 4.100 -4.534
Sb 1.833 1.455 -1.789
C 1.680 -0.124 -3.150
C 0.705 -1.096 -2.939
C 0.508 -2.112 -3.860
C 1.305 -2.135 -4.989
F 1.120 -3.114 -5.876
C 2.280 -1.188 -5.232
C 2.465 -0.172 -4.303
C 3.773 2.141 -2.121
C 4.807 1.206 -2.218
C 6.123 1.628 -2.349
C 6.377 2.987 -2.370
F 7.638 3.398 -2.480
C 5.375 3.936 -2.289
C 4.064 3.502 -2.163
H -1.955 5.019 -1.752
H -0.444 3.329 -0.756
H 1.309 2.630 -4.624
H -0.219 4.326 -5.592
H 0.089 -1.056 -2.049
H -0.250 -2.873 -3.729
H 2.875 -1.251 -6.134
H 3.229 0.574 -4.486
H 4.597 0.141 -2.216
H 6.944 0.929 -2.444
H 5.629 4.987 -2.335
H 3.271 4.238 -2.116
*
```

The calculation puts the energy at -89939.737 eV. The highest occupied orbital energy (alpha / beta) is -0.5389 / -0.5396 hartree. The value obtained for the energy relative to the best compared isomer or geometry (same formula, charge and spin) is 35.08 kcal per mole. The value obtained for the LUMO energy (alpha / beta) is -0.3199 / -0.3012 Eh.

---

[2]
The following is a DFT calculation (ωB97M-V/def2-TZVPD) of a molecular structure, C48H43GeN4O2SiV.

```
! RIJCOSX wB97M-V def2-TZVPD def2/J DEFGRID3
* xyz -2 3
V 2.132 -0.503 0.398
C -6.179 3.340 -2.493
O -5.618 3.399 -1.208
C -4.393 4.037 -1.106
C -3.873 4.889 -2.072
C -2.655 5.515 -1.853
C -1.912 5.345 -0.669
C -2.453 4.441 0.277
C -3.666 3.816 0.059
N -0.800 6.145 -0.512
N 0.096 5.897 0.458
C 0.472 4.598 0.767
C 0.936 4.321 2.049
C 1.458 3.077 2.448
C 1.551 2.036 1.553
O 2.043 0.829 1.822
C 1.132 2.291 0.223
N 1.344 1.245 -0.629
C 1.061 1.390 -1.902
C 0.558 2.591 -2.423
C 0.329 3.649 -1.582
C 0.594 3.531 -0.196
H -6.998 2.622 -2.447
H -5.445 3.007 -3.233
H -6.580 4.312 -2.808
H -4.404 5.073 -2.997
H -2.260 6.200 -2.596
H -1.920 4.251 1.197
H -4.071 3.133 0.798
H 0.879 5.132 2.767
H 1.775 2.918 3.471
H 1.256 0.532 -2.535
H 0.356 2.662 -3.483
H -0.052 4.587 -1.958
N 5.209 -3.519 -8.766
C 4.854 -3.188 -7.722
C 4.412 -2.779 -6.424
C 3.715 -3.675 -5.611
C 3.291 -3.280 -4.359
C 3.548 -1.985 -3.882
C 4.252 -1.099 -4.716
C 4.679 -1.486 -5.969
C 3.110 -1.575 -2.596
C 2.732 -1.221 -1.488
H 3.508 -4.677 -5.964
H 2.752 -3.968 -3.723
H 4.456 -0.101 -4.353
H 5.219 -0.792 -6.599
C 5.443 -3.430 2.823
Si 3.768 -2.787 2.169
C 2.712 -2.560 3.716
C 3.119 -4.199 1.075
C 3.943 -1.227 1.213
H 5.324 -4.354 3.399
H 5.909 -2.684 3.473
H 6.131 -3.633 1.998
H 2.290 -3.511 4.055
H 1.894 -1.871 3.509
H 3.312 -2.148 4.532
H 2.380 -4.817 1.594
H 3.940 -4.855 0.770
H 2.655 -3.800 0.172
H 4.661 -1.388 0.399
H 4.314 -0.431 1.870
C 0.790 -1.690 0.708
Ge -0.948 -1.148 1.260
C -1.887 -2.767 1.901
C -1.202 -3.965 2.075
C -1.847 -5.103 2.546
C -3.199 -5.059 2.852
C -3.899 -3.869 2.689
C -3.245 -2.739 2.221
C -2.025 -0.501 -0.274
C -2.781 -1.433 -0.990
C -3.473 -1.079 -2.140
C -3.426 0.228 -2.605
C -2.673 1.168 -1.918
C -1.978 0.800 -0.772
C -1.052 0.126 2.746
C -1.716 1.348 2.678
C -1.797 2.185 3.786
C -1.205 1.814 4.982
C -0.539 0.599 5.067
C -0.472 -0.234 3.962
H 0.848 -2.702 0.304
H -0.141 -4.009 1.848
H -1.289 -6.023 2.675
H -3.706 -5.944 3.218
H -4.955 -3.823 2.928
H -3.806 -1.817 2.100
H -2.834 -2.462 -0.647
H -4.047 -1.827 -2.675
H -3.962 0.507 -3.505
H -2.608 2.195 -2.260
H -1.370 1.561 -0.298
H -2.192 1.670 1.765
H -2.312 3.135 3.702
H -1.259 2.469 5.844
H -0.065 0.303 5.996
H 0.053 -1.179 4.050
*
```

The calculation puts the energy at -150608.962 eV. The highest occupied orbital energy (alpha / beta) is -0.0224 / -0.0560 hartree. The value obtained for the energy relative to the best compared isomer or geometry (same formula, charge and spin) is 0.00 kcal per mole. The value obtained for the LUMO energy (alpha / beta) is 0.1474 / 0.1451 Eh.

---

Q: What is the energy relative to the best compared isomer or geometry (same formula, charge and spin) in the second record?
A: 0.00 kcal per mole